[1]
Molecular formula: C15H23F4N4SSbSe4Ta
Method: DFT, the ωB97M-V functional and the def2-TZVPD basis

Structure (XYZ):
```
53
Properties=species:S:1:pos:R:3:nbo_charge:R:1
Ta -0.797 0.072 0.442 1.454
C -4.307 0.032 -0.022 -0.639
C -3.425 -0.967 0.698 -0.227
N -2.181 -1.435 -0.048 -0.500
C -2.401 -2.150 -1.365 -0.212
C -2.874 -1.294 -2.521 -0.636
C -1.395 -2.337 0.916 -0.311
C 0.184 -2.233 0.769 -0.290
N 0.633 -1.026 -0.023 -0.666
C 1.658 -1.269 -0.968 -0.041
C 1.419 -1.273 -2.333 0.317
F 0.178 -1.050 -2.800 -0.296
C 2.458 -1.539 -3.213 0.372
F 2.192 -1.548 -4.510 -0.264
C 3.734 -1.795 -2.752 -0.282
C 3.974 -1.779 -1.388 0.356
F 5.186 -2.007 -0.913 -0.260
C 2.945 -1.515 -0.505 0.350
F 3.160 -1.471 0.823 -0.310
H -4.987 0.460 0.715 0.268
H -4.913 -0.438 -0.789 0.252
H -3.743 0.847 -0.475 0.224
H -3.991 -1.844 1.020 0.265
H -3.051 -0.527 1.641 0.208
H -3.101 -2.960 -1.143 0.233
H -1.438 -2.598 -1.607 0.222
H -3.947 -1.132 -2.514 0.234
H -2.633 -1.823 -3.442 0.267
H -2.364 -0.331 -2.556 0.221
H -1.647 -3.385 0.738 0.301
H -1.716 -2.154 1.941 0.254
H 0.517 -3.129 0.247 0.278
H 0.610 -2.249 1.770 0.249
H 4.537 -2.008 -3.446 0.291
C 1.617 2.884 1.273 -0.422
N 1.308 1.476 1.631 -0.685
C 0.800 1.271 2.929 0.409
S -0.687 0.403 2.970 -0.055
N 1.360 1.649 4.027 -0.448
C 2.704 2.226 4.219 -0.434
H 0.715 3.478 1.399 0.223
H 1.902 2.897 0.226 0.239
H 2.420 3.323 1.861 0.221
H 2.093 0.854 1.440 0.434
H 0.833 1.491 4.882 0.451
H 2.624 3.299 4.381 0.255
H 3.331 2.010 3.360 0.226
H 3.133 1.760 5.102 0.266
Se -2.023 4.373 -4.032 0.017
Sb -0.070 4.394 -2.577 1.018
Se -2.042 5.671 -1.908 -0.006
Se 2.232 4.478 -2.589 -0.170
Se -0.725 1.918 -0.981 -0.219
```

The multiplicity is 1. For the LUMO energy, the calculation gives -10.70 eV. The value obtained for the molar mass is 985.984 g mol⁻¹. Its total charge is +3. As for the highest occupied orbital energy: -16.84 eV.

[2]
Molecular formula: C15H23FN4OSiTc
Method: DFT, the ωB97M-V functional and the def2-TZVPD basis

Structure (XYZ):
```
46
Properties=species:S:1:pos:R:3:nbo_charge:R:1
Tc -0.045 0.273 -0.694 1.174
C -1.611 -2.527 0.766 -1.155
Si -1.458 -1.152 1.980 1.779
C -3.078 -0.835 2.785 -1.150
C -0.028 -1.431 3.111 -1.144
N -1.019 0.357 0.992 -0.683
C -1.311 1.642 1.408 0.002
C -1.571 2.045 2.733 -0.152
C -1.867 3.365 2.999 -0.194
C -1.929 4.311 1.971 -0.108
C -1.670 3.955 0.644 -0.289
C -1.360 2.651 0.434 0.432
F -1.083 2.209 -0.849 -0.311
H -1.807 -3.443 1.335 0.277
H -0.696 -2.690 0.196 0.247
H -2.451 -2.386 0.079 0.254
H -3.404 -1.764 3.265 0.276
H -3.833 -0.569 2.040 0.261
H -3.059 -0.058 3.552 0.251
H -0.172 -2.373 3.651 0.273
H 0.110 -0.641 3.854 0.255
H 0.889 -1.519 2.523 0.247
H -1.522 1.322 3.536 0.241
H -2.058 3.671 4.020 0.254
H -2.183 5.338 2.198 0.253
H -1.723 4.666 -0.171 0.265
C 3.530 -2.853 -1.123 -0.410
N 3.130 -1.628 -1.856 -0.358
C 3.843 -1.159 -2.932 0.135
C 3.476 -0.063 -3.618 -0.331
C 2.297 0.624 -3.205 0.505
N 1.607 0.153 -2.149 -0.617
C 2.025 -0.955 -1.506 0.775
O 1.285 -1.291 -0.515 -0.615
N 1.854 1.700 -3.830 -0.701
H 4.601 -2.983 -1.236 0.240
H 3.005 -3.716 -1.523 0.240
H 3.286 -2.730 -0.074 0.248
H 4.727 -1.728 -3.189 0.258
H 4.062 0.284 -4.458 0.271
H 2.344 2.078 -4.626 0.436
H 1.013 2.163 -3.526 0.425
C -1.373 -0.484 -2.073 -0.764
H -0.960 -0.281 -3.062 0.227
H -2.339 0.010 -1.949 0.239
H -1.473 -1.559 -1.910 0.243
```

The multiplicity is 2. For the LUMO energy (spin up / spin down), the calculation gives -7.64 / -8.34 eV. The value obtained for the molar mass is 420.460 g mol⁻¹. As for the expectation value of S²: 1.216. Its total charge is +2. As for the highest occupied orbital energy (spin up / spin down): -14.82 / -14.98 eV.

[3]
Molecular formula: C15H23N2O9P2
Method: DFT, the ωB97M-V functional and the def2-TZVPD basis

Structure (XYZ):
```
51
Properties=species:S:1:pos:R:3:nbo_charge:R:1
O 2.928 -0.918 1.952 -0.526
C 1.805 -0.446 1.770 0.688
N 1.148 0.728 2.339 -0.767
C 0.187 1.250 1.386 0.676
O -0.026 2.427 1.367 -0.489
C -0.322 0.064 0.520 -0.140
C 0.724 -0.960 0.787 -0.155
C 0.553 -2.231 0.122 -0.174
C -0.585 -2.437 -0.790 -0.054
C -0.650 -3.865 -1.445 -0.803
P -1.642 -4.932 -0.254 2.282
O -1.837 -6.309 -0.744 -1.047
O -0.887 -4.946 1.242 -0.960
O -3.070 -4.099 -0.003 -0.987
C -1.587 -1.384 -1.068 0.196
C -2.734 -1.670 -2.085 -0.489
C -2.389 -0.934 -3.464 -0.437
C -3.511 0.043 -3.998 -0.075
O -2.990 1.391 -3.888 -0.725
C -1.465 -0.073 -0.364 -0.404
P -2.685 1.334 -0.580 1.326
O -2.779 2.131 0.909 -0.919
O -4.244 0.675 -0.732 -0.973
H 0.829 0.576 3.296 0.430
H 1.304 -3.030 0.299 0.247
H 0.395 -4.274 -1.417 0.273
H -1.086 -3.863 -2.468 0.278
H -1.037 -4.080 1.674 0.492
H -3.400 -4.288 0.898 0.511
H -2.742 -2.768 -2.326 0.230
H -3.748 -1.440 -1.688 0.254
H -2.141 -1.675 -4.272 0.222
H -1.449 -0.336 -3.310 0.230
H -3.619 -0.142 -5.101 0.197
H -4.501 -0.079 -3.493 0.159
H -3.514 1.914 -3.263 0.470
H -2.585 1.425 1.561 0.474
H -4.541 0.745 -1.653 0.495
C 3.930 5.086 2.842 -0.739
C 4.847 3.922 3.002 0.699
O 5.841 3.887 3.661 -0.442
N 4.527 2.626 2.376 -0.573
C 4.690 2.625 0.894 -0.425
H 4.425 5.983 3.206 0.286
H 3.680 5.233 1.789 0.253
H 3.016 4.914 3.414 0.273
H 3.564 2.360 2.620 0.458
H 5.198 1.991 2.821 0.464
H 3.937 3.277 0.456 0.239
H 4.543 1.602 0.553 0.255
H 5.695 2.965 0.650 0.244
```

The multiplicity is 1. For the LUMO energy, the calculation gives -3.50 eV. The value obtained for the molar mass is 437.302 g mol⁻¹. Its total charge is +1. As for the highest occupied orbital energy: -11.13 eV.

[4]
Molecular formula: C15H23N3O3
Method: DFT, the ωB97M-V functional and the def2-TZVPD basis

Structure (XYZ):
```
44
Properties=species:S:1:pos:R:3:nbo_charge:R:1
N -0.877 -4.338 0.561 -0.806
C -1.647 -3.260 1.050 -0.224
C -0.823 -2.404 1.931 -0.417
C -1.521 -1.560 2.981 -0.376
C -2.659 -0.721 2.417 -0.415
C -2.208 -0.016 1.095 -0.233
N -1.081 0.885 1.426 -0.623
C -0.029 1.180 0.466 0.701
O 0.553 2.229 0.620 -0.578
C 0.600 0.055 -0.569 -0.132
N -0.200 -1.093 -0.898 -0.840
C 1.043 0.840 -1.836 -0.413
C 2.317 1.619 -1.802 -0.050
C 2.233 2.784 -2.524 -0.191
C 3.260 3.681 -2.568 -0.198
C 4.480 3.467 -2.063 -0.235
C 4.687 2.280 -1.401 -0.195
C 3.578 1.371 -1.222 -0.195
C -3.428 0.584 0.450 0.789
O -4.623 0.673 0.689 -0.572
O -2.912 1.231 -0.623 -0.712
H -1.336 -4.921 -0.184 0.353
H -0.183 -3.871 -0.059 0.327
H -2.200 -2.702 0.356 0.173
H -2.389 -3.707 1.857 0.168
H -0.317 -1.676 1.377 0.194
H -0.162 -2.894 2.676 0.227
H -0.663 -1.063 3.402 0.208
H -1.894 -2.240 3.802 0.195
H -3.043 -0.010 3.191 0.220
H -3.381 -1.528 2.180 0.218
H -1.730 -0.795 0.462 0.300
H -1.353 1.724 1.842 0.390
H 1.485 -0.495 -0.074 0.223
H 0.370 -1.909 -1.167 0.368
H -0.643 -0.854 -1.798 0.360
H 0.993 -0.010 -2.688 0.204
H 0.188 1.502 -2.248 0.230
H 1.363 3.092 -3.140 0.207
H 3.142 4.702 -3.097 0.209
H 5.336 4.153 -2.086 0.220
H 5.642 1.897 -0.960 0.218
H 3.662 0.468 -0.638 0.202
H -3.627 1.651 -1.186 0.500
```

The multiplicity is 1. For the LUMO energy, the calculation gives 0.38 eV. The value obtained for the molar mass is 293.367 g mol⁻¹. As for the SMILES: NCCCC[C@H](NC(=O)[C@@H](N)Cc1ccccc1)C(=O)O. As for the highest occupied orbital energy: -9.10 eV.

[5]
Molecular formula: C15H23N3O3S
Method: DFT, the ωB97M-V functional and the def2-TZVPD basis

Structure (XYZ):
```
45
Properties=species:S:1:pos:R:3:nbo_charge:R:1
C 1.608 0.277 -5.365 -0.611
C 0.535 -0.805 -5.384 -0.391
C 0.207 -1.308 -3.975 -0.426
C -0.730 -0.347 -3.232 -0.225
N -0.596 -0.348 -1.791 -0.682
C -1.136 -1.439 -1.011 -0.225
C -0.334 -2.745 -1.028 -0.434
C -0.725 -3.679 0.117 -0.388
C -2.157 -4.191 0.009 -0.608
S 0.800 0.358 -1.208 2.325
O 1.079 1.485 -2.047 -0.945
O 1.863 -0.588 -0.990 -0.953
C 0.241 0.943 0.389 -0.342
C -0.686 1.970 0.419 -0.176
C -1.154 2.467 1.627 -0.245
C -0.657 1.896 2.785 0.138
N -0.904 2.148 4.113 -0.591
C -0.152 1.311 4.917 0.764
O -0.137 1.278 6.120 -0.614
N 0.572 0.518 4.047 -0.606
C 0.291 0.851 2.742 0.179
C 0.753 0.360 1.538 -0.238
H 2.557 -0.143 -5.043 0.205
H 1.739 0.704 -6.357 0.206
H 1.348 1.074 -4.673 0.216
H -0.377 -0.422 -5.849 0.191
H 0.886 -1.643 -5.991 0.202
H -0.251 -2.297 -4.037 0.201
H 1.132 -1.395 -3.403 0.215
H -0.503 0.678 -3.532 0.228
H -1.776 -0.556 -3.474 0.202
H -2.157 -1.610 -1.362 0.207
H -1.189 -1.071 0.020 0.206
H 0.723 -2.493 -0.940 0.240
H -0.483 -3.261 -1.977 0.196
H -0.044 -4.532 0.115 0.205
H -0.597 -3.157 1.069 0.190
H -2.872 -3.378 0.106 0.198
H -2.315 -4.677 -0.951 0.201
H -2.360 -4.915 0.795 0.211
H -1.024 2.377 -0.519 0.240
H -1.874 3.269 1.663 0.226
H -1.528 2.847 4.479 0.429
H 1.226 -0.182 4.352 0.429
H 1.480 -0.430 1.457 0.250
```

The multiplicity is 1. For the LUMO energy, the calculation gives 0.52 eV. The value obtained for the molar mass is 325.434 g mol⁻¹. As for the SMILES: CCCCN(CCCC)S(=O)(=O)c1ccc2[nH]c(=O)[nH]c2c1. As for the highest occupied orbital energy: -8.62 eV.